A structure of composition C10H20N2O3S in a non-equilibrium geometry. Source: OMol25; level of theory: the ωB97M-V functional and the def2-TZVPD basis.

The lowest unoccupied orbital energy is -0.07 eV. The max |F| is 7.4 eV/Å. The energy above the lowest of the compared OMol25 structures with the same formula, charge and spin comes out at 1215.4 kJ/mol. For the HOMO energy, the calculation gives -8.9 eV.

Structure (XYZ):
```
36
Properties=species:S:1:pos:R:3:forces:R:3:mulliken_charge:R:1
C 1.33200 0.28862 -0.33931 -0.7805 2.4242 2.5899 0.86
C 0.15946 1.37479 -0.28848 -0.1753 6.2873 0.1938 -0.04
C 2.63324 0.88816 -0.96036 1.0975 -0.7004 3.3542 -1.35
C 3.82615 -0.27498 -0.76807 -0.0154 6.6645 -2.2752 -1.34
C 4.11972 0.23269 1.76987 0.0605 0.3743 0.5331 -0.71
C -1.83699 0.01131 0.14673 -1.7575 -3.9411 5.0554 0.80
C -2.46888 -1.12713 -0.74526 4.4537 5.0322 -0.8347 0.08
C -3.04238 0.46062 1.05079 1.0507 1.1514 1.6605 0.09
C -3.54986 -0.58706 2.09780 -0.7150 3.7308 1.7371 -1.64
C -4.25317 0.83464 0.20785 -2.4612 -0.7649 2.7941 -1.21
H 0.84852 -0.67343 -1.99814 0.3100 -1.0003 2.2447 0.34
H 2.28281 -1.51916 -0.86253 -5.4622 1.4054 -0.2097 0.38
H 1.42115 -0.04869 0.78039 0.4401 1.3312 -1.5465 0.12
H 2.96625 1.81548 -0.49133 -0.1933 -0.1187 0.8772 0.37
H 2.48218 1.36484 -1.87873 -0.3155 -0.5599 -2.3116 0.60
H 4.83898 0.14630 -0.81861 -0.3387 0.4809 -0.4392 0.46
H 3.67538 -0.78390 -1.61381 0.0341 -2.6579 -3.1840 0.77
H 3.65758 1.31601 1.03036 1.7303 -3.2692 3.3359 0.21
H 3.25662 -0.17296 3.03542 2.9278 1.6570 -3.7055 0.26
H 5.57782 0.17241 1.94787 -4.8703 0.5779 -0.2154 0.27
H -1.81902 2.01603 -0.27405 1.2841 -2.1156 -0.9023 0.32
H -1.06457 -0.46543 0.88485 -1.2373 0.6286 -1.5095 0.18
H -2.66264 1.44044 1.67557 -0.8752 -2.1996 -1.5541 0.28
H -2.78511 -1.14070 2.53522 1.4238 -1.1037 0.6462 0.48
H -4.23927 -1.22435 1.60115 -0.7520 -0.6183 0.0523 0.49
H -4.04372 0.05937 3.06958 0.9770 -1.9133 -2.9228 0.27
H -5.12011 0.60881 1.09904 1.6746 1.8661 -2.7341 0.32
H -4.60778 0.05144 -0.51668 0.8926 1.0243 0.1872 0.36
H -4.11716 1.87820 -0.14383 -1.0024 -0.7753 -0.1517 0.33
H -1.64816 0.14067 -1.89017 1.1645 2.2652 0.4520 0.46
N 0.94441 -0.89926 -0.92540 3.2379 -3.1954 -4.0974 -0.59
N -1.33321 1.07782 -0.55694 4.3137 5.0525 0.7380 -0.37
O 0.45191 2.66231 -0.09018 -1.5128 -7.1862 -1.1144 -0.68
O -2.95733 -2.10450 -0.33184 -1.1693 -1.6900 -0.7007 -0.52
O -2.15534 -0.62540 -1.99742 -3.5276 -5.7074 -1.2137 -0.61
S 3.72451 -1.14378 0.59569 0.0886 -2.4367 5.1706 -0.07
```
Forces are in eV/Å.

A structure of composition C10H20N2O4 in a non-equilibrium geometry. Source: OMol25; level of theory: the ωB97M-V functional and the def2-TZVPD basis.

The lowest unoccupied orbital energy is 0.57 eV. The max |F| is 17.2 eV/Å. The energy above the lowest of the compared OMol25 structures with the same formula, charge and spin comes out at 1049.4 kJ/mol. For the HOMO energy, the calculation gives -8.5 eV.

Structure (XYZ):
```
36
Properties=species:S:1:pos:R:3:forces:R:3:mulliken_charge:R:1
C 4.73249 3.11188 -0.86628 2.2832 -1.6011 -1.2757 -1.18
C 3.84370 3.49053 0.26998 2.1888 3.0189 1.7993 -0.47
C 2.45218 2.89056 0.35100 3.9027 8.4619 -8.7224 -0.10
H 1.91036 3.47680 0.96949 -2.3029 1.2846 1.9451 0.41
H 2.14603 3.05883 -0.91496 -0.0497 0.1287 3.5609 0.10
C 2.51158 1.58995 0.45987 -1.6104 -8.4681 4.9559 -0.95
N 1.10864 1.18745 0.47873 -0.4938 -2.4296 -0.0058 -0.17
C 0.71707 0.22855 -0.41669 -2.2078 2.6040 0.5151 0.49
O 1.32232 -0.15251 -1.37031 -0.0586 -0.8649 0.3242 -0.54
O -0.73488 0.08970 -0.24615 9.0595 5.7842 9.3270 -0.34
C -1.35292 -0.59111 -0.99684 -4.3633 -6.8323 -15.2057 0.84
C -2.71101 -0.22059 -1.07678 -7.5555 -1.6442 -0.9515 -1.40
H -3.40746 -0.90003 -2.05005 2.3265 1.7850 3.3242 0.23
H -3.30416 -0.34645 -0.06553 1.0425 0.1126 -1.9436 0.16
H -2.86679 0.75220 -1.43710 -0.0948 1.6197 -0.0915 0.56
H -0.99331 -0.28829 -2.19720 -0.5406 -0.8525 2.2795 0.12
C -1.31608 -2.12582 -1.06068 8.9199 6.8719 10.6327 -1.30
N -1.80936 -2.44109 0.32114 -1.3146 -2.8206 2.1230 -0.22
C -2.99080 -3.28141 0.59134 5.1768 5.1769 -8.9399 0.63
O -3.63951 -3.53788 -0.37401 -2.0067 -2.2929 -1.0368 -0.58
O -3.25491 -3.25684 1.76661 -2.6790 0.0003 8.4404 -0.33
C -4.54407 -3.74402 2.12645 -0.1475 -5.3699 -0.8088 -0.64
H -4.76587 -3.78512 3.20940 0.7234 0.8124 -0.7009 0.28
H -5.42389 -3.35534 1.49636 1.7595 -0.7204 0.7809 0.27
H -4.23924 -5.17530 1.91743 -1.8534 4.1353 0.3935 0.24
H -1.46864 -2.13236 1.22145 0.8742 0.4167 -0.6637 0.22
H -0.19863 -2.39329 -1.12019 -1.3176 0.0690 0.1550 0.21
H -1.74913 -2.77140 -1.50729 -6.2861 -6.7381 -7.3666 0.92
H 0.51456 1.52295 1.24877 0.3095 -0.6590 -0.9244 0.32
H 2.92916 1.34487 1.47450 -0.1869 -0.1009 -0.2702 0.28
H 3.05772 0.91016 -0.13506 0.5241 0.0888 -1.4870 0.49
H 4.53622 3.27820 1.18103 -1.5856 0.1523 -0.8511 0.29
H 3.85604 4.67566 0.24016 -0.5762 -2.2502 0.2235 0.23
H 5.01942 2.01129 -0.91800 -0.5886 1.0087 0.3793 0.29
H 4.35576 3.29228 -1.90234 0.2133 0.4351 0.8500 0.32
H 5.75743 3.58697 -0.66826 -1.4844 -0.3223 -0.7640 0.33
```
Forces are in eV/Å.

A cluster of 2 separate species, C10H20N2O6 in total in a non-equilibrium geometry. Source: OMol25; level of theory: the ωB97M-V functional and the def2-TZVPD basis.

The lowest unoccupied orbital energy is 0.41 eV. The max |F| is 10.1 eV/Å. The energy above the lowest of the compared OMol25 structures with the same formula, charge and spin comes out at 287.3 kJ/mol. For the HOMO energy, the calculation gives -9.6 eV.

Structure (XYZ):
```
38
Properties=species:S:1:pos:R:3:forces:R:3:mulliken_charge:R:1
C -3.21820 0.11312 2.12676 -2.0844 -0.4828 -0.2834 0.04
C -3.21984 -1.08016 1.18946 0.1127 -0.5461 -0.0992 0.34
C -2.01473 -0.03757 3.02055 -1.2284 -6.7451 -4.6153 -1.25
C -0.70355 0.16313 2.41296 1.9407 -1.1173 -1.4771 0.73
C 0.59519 -0.52964 -0.64907 2.3029 -0.9725 -0.5216 2.72
C -0.16514 -0.11674 -1.86726 -1.3300 5.8466 0.5398 0.31
C 2.12864 -0.57350 -1.16917 0.1846 -0.1783 -0.2668 -1.46
C 2.65151 0.71427 -1.88677 0.5740 0.1967 0.8432 0.96
C 4.12988 0.68177 -2.37506 -1.8056 0.1292 0.5976 -1.81
C 2.53844 1.92415 -0.97427 -1.7558 1.1327 -0.7853 -1.43
H -5.23728 0.54179 2.25298 -0.5833 -0.3259 -0.2861 0.26
H -4.69018 -0.73977 3.31712 -0.2954 1.8534 -1.1900 0.29
H -3.15191 0.99360 1.52308 0.3188 0.6004 -0.3830 0.54
H -2.09552 -0.97334 3.56194 0.3684 -0.0225 0.2023 0.32
H -1.93773 0.69506 3.56798 -0.5063 7.4900 6.6902 0.67
H 0.22802 1.42326 1.31120 -1.2711 -0.0441 0.7376 0.38
H -2.32520 -1.82017 -0.24490 -0.0557 1.0757 0.3540 0.30
H -0.61024 -2.04156 -0.09133 -3.9809 -0.5173 0.5414 0.10
H 0.67419 -2.48761 -0.54741 4.4398 -6.4517 -4.6034 0.20
H 0.54349 0.19888 0.14020 -0.2463 0.2126 -0.3392 -1.50
H 2.80194 -0.83061 -0.32732 -0.5387 0.3181 -0.0936 0.34
H 2.23265 -1.44173 -1.86011 -0.2868 0.5048 0.2679 0.32
H 2.02406 0.93353 -2.72114 -0.4719 -0.1084 -0.8958 0.23
H 4.29599 -0.15488 -2.97276 0.4259 -1.5909 -1.0800 0.47
H 4.79112 0.64622 -1.54678 0.7060 -0.0391 0.8929 0.39
H 4.36578 1.54841 -2.96486 -0.0628 0.5308 -0.1889 0.43
H 3.14782 2.76596 -1.34392 -0.3702 -0.2544 0.0742 0.45
H 2.88882 1.67934 -0.01575 0.6321 -0.3033 1.5427 0.37
H 1.46164 2.27544 -0.86711 1.2482 -0.3488 -0.1978 0.19
H -0.49865 -0.61760 -3.67928 0.0449 -0.4905 2.0198 0.42
N -4.51432 0.20030 2.84712 2.1730 -1.6575 1.6146 -0.64
N 0.29803 -1.83398 -0.09300 0.3200 6.5968 3.6798 -0.55
O -3.89451 -2.07914 1.25653 0.0581 0.6249 0.1600 -0.62
O 0.26828 -0.54195 2.54419 -0.4341 0.5847 0.1897 -0.59
O -0.68475 1.31170 1.70170 1.1379 0.3836 -0.3653 -0.49
O -2.25176 -0.96203 0.25663 -0.6308 -1.0139 -0.7446 -0.33
O -0.54697 1.07662 -2.06309 1.1694 -3.4345 0.5902 -0.64
O -0.30501 -1.02458 -2.77004 -0.2186 -1.4359 -3.1217 -0.46
```
Forces are in eV/Å.